This record from the OMol25 dataset describes C29H20Cl6PZr as an isolated structure in a non-equilibrium geometry. The level of theory is the ωB97M-V functional and the def2-TZVPD basis.

The geometry in XYZ format:
```
57
Properties=species:S:1:pos:R:3
C -1.11 -2.69 2.74
C -0.92 -1.29 2.50
C -2.06 -0.83 1.73
H -0.16 -0.68 2.96
C -2.93 -1.96 1.50
C -2.33 -3.11 2.10
H -2.77 -4.10 2.19
H -0.48 -3.30 3.39
H -2.31 0.21 1.52
H -3.91 -1.92 1.03
Zr -0.81 -2.25 0.37
Cl -2.10 -2.15 -1.58
P -0.18 0.95 -0.27
C -1.52 2.24 -0.23
C -1.34 3.53 0.30
H -0.43 3.78 0.84
C -2.32 4.51 0.12
H -2.15 5.51 0.52
C -3.50 4.20 -0.56
H -4.25 4.97 -0.71
C -3.71 2.91 -1.04
H -4.64 2.66 -1.56
C -2.74 1.92 -0.86
H -2.91 0.90 -1.22
C 1.00 1.78 0.88
C 0.73 1.69 2.26
H -0.17 1.19 2.61
C 1.57 2.28 3.20
H 1.37 2.15 4.26
C 2.66 3.04 2.77
H 3.31 3.53 3.51
C 2.92 3.19 1.41
H 3.75 3.80 1.06
C 2.11 2.54 0.47
H 2.35 2.64 -0.59
C 0.61 1.44 -1.87
C 0.21 2.52 -2.67
H -0.62 3.16 -2.36
C 0.89 2.81 -3.86
H 0.59 3.68 -4.44
C 1.92 1.98 -4.31
H 2.40 2.17 -5.26
C 2.34 0.90 -3.51
H 3.14 0.25 -3.84
C 1.73 0.68 -2.28
H 2.11 -0.09 -1.62
Cl -0.82 -6.01 2.28
C 0.23 -5.67 0.96
C 0.29 -4.38 0.41
C 1.31 -4.10 -0.49
Cl 1.57 -2.35 -0.78
C 2.08 -5.09 -1.12
Cl 3.10 -4.72 -2.44
C 1.94 -6.41 -0.65
Cl 2.85 -7.66 -1.36
C 1.07 -6.69 0.44
Cl 1.04 -8.26 1.13
```

Charge = +1
Energy relative to the best compared isomer or geometry (same formula, charge and spin) = 34.9 kJ/mol
LUMO energy = -4.25 eV
Calculated total energy = -116097.0845 eV

Atomic partial charges in e from the Löwdin method, atoms 1 to 2: C -0.18; C -0.22